# 1
The following is a quantum chemistry calculation of a structure of composition C12H33N4NaO6 at a distorted geometry, from OMol25.

CARTESIAN COORDINATES (ANGSTROEM)
H1 -0.53814 -11.95482 -1.12071
H2 3.01323 -13.65689 4.03634
N1 -0.38111 -16.05809 1.56243
H3 -4.54573 -13.70432 -3.84651
C1 -4.79754 -14.27545 1.55750
H4 -3.17550 -13.52759 0.36747
H5 3.87840 -14.96784 3.87999
H6 0.50286 -13.03493 -0.30443
H7 -5.39515 -15.48987 0.30018
N2 -3.38881 -15.40417 -2.15841
H8 -0.31072 -16.53044 4.22507
O1 -3.81314 -19.95448 -2.27048
H9 -0.47792 -16.88666 2.13182
C2 0.04404 -12.86279 -1.27806
H10 -8.74719 -14.11562 2.63454
H11 -8.86583 -15.85002 2.77660
H12 0.56701 -13.74048 3.73613
H13 -1.28397 -13.07031 -3.54230
H14 -3.18469 -13.76656 -5.12341
C3 -4.18685 -13.25062 0.66503
H15 1.15842 -13.57017 2.13018
H16 -6.69643 -14.06610 0.71173
C4 3.09201 -14.46898 3.31357
H17 -4.16434 -12.22439 1.03171
O2 -0.79595 -13.95437 -1.72466
N3 -2.95698 -19.41125 -1.67352
C5 -8.32211 -15.05148 2.27182
O3 -1.87036 -19.86868 -1.73924
H18 3.54505 -14.00892 2.43539
H19 -2.01316 -15.35793 -3.68082
H20 -4.07953 -15.11640 -4.75898
H21 0.83449 -12.66681 -2.00255
N4 -4.71623 -15.63983 1.03275
Na1 -2.44215 -16.34785 -0.01535
O4 -3.16159 -18.38500 -0.99540
H22 -4.04637 -14.80869 -1.67557
H23 -4.00890 -16.02865 -2.65401
H24 -5.28355 -16.25293 1.60052
H25 -4.28346 -14.32355 2.51746
H26 -1.31586 -14.25408 2.37437
C6 -1.76474 -13.50573 -2.66630
H27 -1.86224 -16.31596 3.48480
O5 -6.94489 -15.06072 2.42893
O6 1.85739 -15.19516 3.11654
C7 -3.68695 -14.22422 -4.27113
H28 -8.68055 -15.11602 1.24446
C8 -2.67539 -14.65884 -3.17010
C9 -6.30653 -14.01034 1.72807
C10 -0.55615 -15.00110 2.60440
H29 -6.55315 -13.04490 2.16992
H30 -1.20141 -15.16255 4.67518
H31 0.59683 -16.04709 1.31025
H32 -4.93915 -13.12561 -0.11376
C11 0.76748 -14.31004 2.82865
C12 -0.97162 -15.77371 3.80238
H33 -2.31438 -12.65717 -2.25893

Computed properties:
E_tot, eV: -35635.763
Highest occupied orbital energy, eV: -7.0
Gap between HOMO and LUMO, eV: 6.93
Total charge: 0

Calculated atomic charges, method Löwdin, unit e: 0.08 0.08 0.06 0.08 -0.43 0.07 0.09 0.07 0.08 0.05 0.10 0.00 0.07 -0.08 0.09 0.09 0.12 0.12 0.08 -0.05 0.11 0.12 -0.10 0.09 -0.19 -0.72 -0.13 -0.01 0.09 0.14 0.08 0.09 0.07 0.43 -0.13 0.05 0.09 0.09 0.14 0.13 -0.20 0.09 -0.18 -0.17 -0.06 0.09 -0.39 -0.19 -0.40 0.14 0.09 0.08 0.08 -0.21 -0.08 0.12

=====

# 2
The following is a quantum chemistry calculation of a cluster of 2 separate species, C9H14 in total at a distorted geometry, from OMol25.

CARTESIAN COORDINATES (ANGSTROEM)
H1 1.17723 -0.37577 -4.59013
C1 -1.01414 -0.98972 0.48769
H2 1.31070 1.32132 2.54157
H3 1.24466 -1.08602 -2.91129
H4 1.57066 1.75358 -3.60458
H5 2.65735 -1.10270 -3.88021
H6 -3.47448 0.60773 2.03105
H7 3.06871 1.08099 -2.92977
C2 1.19702 -0.26910 1.21217
C3 0.40686 -1.21461 0.51055
H8 -3.61166 -0.45476 0.54491
H9 -1.26564 1.58444 2.69128
C4 0.61179 0.76750 1.91896
C5 -0.78196 0.81790 2.09205
H10 0.77899 -2.16892 0.14960
C6 -3.03640 0.31246 1.06358
H11 -3.24037 1.20255 0.44179
C7 2.00962 0.89616 -3.10406
C8 1.76160 -0.51414 -3.68224
H12 1.59906 0.90145 -2.08896
H13 -1.64255 -1.50679 -0.23578
H14 2.27775 -0.26821 1.06511
C9 -1.59797 -0.02245 1.27568

Computed properties:
Multiplicity: 2
E_tot, eV: -9558.256
Highest occupied orbital energy (alpha / beta), eV: 0.8 / -3.3
Gap between HOMO and LUMO (alpha / beta), eV: 3.02 / 7.10
<S²>: 0.76
Total charge: -1

Calculated atomic charges, method Löwdin, unit e: 0.05 -0.15 0.06 0.05 0.05 0.05 0.06 0.05 -0.21 -0.20 0.05 0.05 -0.21 -0.16 0.04 -0.12 0.06 -0.17 -0.17 0.05 0.07 0.06 -0.38

=====

# 3
The following is a quantum chemistry calculation of a structure of composition C14H25NNiOP2S, from OMol25.

CARTESIAN COORDINATES (ANGSTROEM)
H1 1.71764 -2.82949 0.12633
C1 2.28057 0.69229 1.58498
H2 2.75043 -1.06713 -1.83292
H3 -6.23864 -1.33818 -2.01331
H4 2.93783 -2.28794 1.27877
H5 1.47215 3.83989 2.59454
C2 1.10725 3.38286 -0.84164
C3 -1.06652 -3.68761 -0.66110
H6 3.98475 -0.61506 -0.63395
H7 -4.37497 -0.18826 -3.66949
H8 1.39776 4.28144 -0.29576
C4 1.91845 -2.12079 0.92830
H9 1.98610 2.97598 -1.33935
H10 1.22438 -2.27974 1.75192
C5 3.27944 0.41083 2.51155
C6 1.97228 2.87978 2.56347
H11 -5.73495 -2.46007 -0.72562
C7 3.61330 1.36299 3.46303
P1 1.77339 -0.44445 0.27734
O1 -3.03498 -2.58914 -1.39157
C8 2.96164 2.58987 3.49098
H12 3.22634 3.32211 4.24155
C9 1.62857 1.92774 1.61078
C10 -1.03555 3.00262 1.03683
H13 4.38402 1.14708 4.19031
H14 -1.79301 3.14789 0.26647
H15 -0.56124 -4.02916 -1.56567
C11 3.00626 -0.35948 -1.04439
H16 -0.34863 -3.62811 0.15009
H17 -0.75970 3.97915 1.43682
P2 0.40539 2.17816 0.31222
C12 -5.50701 -2.09278 -1.72397
N1 -1.26472 -1.19008 -0.81487
C13 -3.63338 -0.92596 -3.36082
H18 3.05553 0.64178 -1.46880
H19 0.36603 3.64771 -1.59589
H20 3.79616 -0.54020 2.50615
H21 -5.46920 -2.90552 -2.44577
H22 -3.72981 -1.84281 -3.93920
C14 -1.67198 -2.34461 -0.90799
H23 -1.45123 2.39295 1.83809
S1 -3.92742 -1.28105 -1.64151
H24 -1.83423 -4.41407 -0.40610
Ni1 -0.17426 0.16354 -0.39589
H25 -2.63424 -0.50498 -3.44495

Computed properties:
E_tot, eV: -88902.807
Highest occupied orbital energy, eV: -15.3
Gap between HOMO and LUMO, eV: 8.58
Total charge: +2

Calculated atomic charges, method Löwdin, unit e: 0.05 -0.36 0.06 0.08 0.06 0.12 -0.21 0.01 0.07 0.08 0.07 -0.21 0.05 0.07 -0.05 -0.05 0.08 -0.03 0.86 -0.34 -0.03 0.13 -0.37 -0.22 0.13 0.06 0.11 -0.19 0.07 0.06 0.84 -0.20 0.01 -0.20 0.05 0.06 0.11 0.08 0.08 -0.49 0.06 1.09 0.10 0.19 0.06